[1]
Computed, not measured: 2 unconnected molecules or ions with the total composition C6H9N3O4 at a distorted geometry, with the ωB97M-V functional and the def2-TZVPD basis.

Each line ends with the natural charge from an NBO analysis.
Element x y z (Å)
O 1.024 -2.969 -0.200  -0.55
C -0.124 -2.709 0.083  0.75
O -0.920 -3.271 1.034  -0.65
C -0.925 -1.795 -0.707  0.08
N -1.120 -0.963 -1.501  0.23
O -1.717 -0.237 -2.214  -0.39
H -0.329 -3.837 1.598  0.50
C 1.975 0.211 -0.542  -0.42
N 0.821 0.852 0.008  -0.45
C 0.067 2.001 -0.508  -0.20
C -1.007 2.209 0.576  -0.22
N -1.088 0.828 1.140  -0.65
C 0.118 0.195 0.981  0.79
O 0.356 -0.861 1.561  -0.67
H 2.500 0.885 -1.155  0.20
H 2.698 -0.008 0.299  0.22
H 1.918 -0.741 -0.997  0.22
H -0.442 1.645 -1.550  0.20
H 0.703 2.788 -0.531  0.20
H -0.666 3.034 1.187  0.19
H -1.912 2.376 0.164  0.20
H -1.930 0.367 1.277  0.41

HOMO-LUMO gap ... 0.3485 Eh
ΔE to the lowest compared entry with this formula, charge and spin ... 128.7 kJ/mol
Energy ... -19024.721 eV
LUMO level ... 0.41 eV

=====

[2]
Computed, not measured: a molecular structure, C13H7FeO7 at a distorted geometry, with the ωB97M-V functional and the def2-TZVPD basis.

Each line ends with the natural charge from an NBO analysis.
Element x y z (Å)
Fe -0.709 -0.929 -1.528  1.43
C 3.417 -0.852 -1.139  -0.71
C 1.994 -0.954 -0.689  0.61
O 1.140 -1.128 -1.591  -0.64
C 1.619 -0.866 0.686  -0.25
C 2.621 -0.785 1.689  -0.14
C 2.303 -0.777 3.013  -0.26
C 0.944 -0.806 3.388  -0.13
C -0.049 -0.858 2.451  -0.27
C 0.256 -0.906 1.073  0.41
O -0.766 -0.984 0.255  -0.64
H 3.446 -0.830 -2.224  0.25
H 3.999 -1.703 -0.782  0.25
H 3.869 0.059 -0.746  0.25
H 3.660 -0.738 1.392  0.22
H 3.077 -0.750 3.767  0.23
H 0.680 -0.781 4.438  0.22
H -1.095 -0.869 2.727  0.24
O -4.804 3.335 -1.533  -0.44
C -3.969 2.484 -1.545  0.40
C -2.424 2.700 -1.493  0.41
O -1.845 3.740 -1.365  -0.48
C -1.880 1.325 -1.637  0.20
C -2.871 0.403 -1.751  0.16
O -2.442 -0.841 -1.911  -0.64
C -4.227 0.966 -1.648  0.40
O -5.304 0.435 -1.639  -0.48
O -0.641 0.913 -1.659  -0.60

Spin multiplicity ... 2
HOMO-LUMO gap (spin up / spin down) ... 0.2623 / 0.2748 Eh
⟨S²⟩ ... 0.853
Energy ... -62311.996 eV
LUMO level (spin up / spin down) ... -1.66 / -1.37 eV

=====

[3]
Computed, not measured: a single C13H23ClO4 molecule at a distorted geometry, with the ωB97M-V functional and the def2-TZVPD basis.

Each line ends with the natural charge from an NBO analysis.
Element x y z (Å)
C 2.953 -1.203 1.613  -0.59
C 2.315 -2.369 0.870  -0.40
C 1.945 -1.967 -0.569  -0.43
C 0.497 -2.266 -0.956  -0.07
O -0.152 -1.106 -1.465  -0.55
C -1.001 -0.449 -0.568  0.59
C -2.265 -1.309 -0.499  -0.60
C -3.601 -0.751 -0.056  0.56
O -4.646 -1.249 -0.433  -0.49
Cl -3.695 0.615 1.090  -0.06
O -0.260 -0.355 0.666  -0.58
C -0.855 -0.714 1.834  0.65
O -0.823 -1.851 2.262  -0.54
C -1.252 0.984 -1.145  -0.25
C -0.461 1.238 -2.421  -0.59
C -0.973 2.100 -0.134  -0.39
C 0.462 2.590 -0.057  -0.40
C 0.646 3.531 1.127  -0.60
H 3.655 -0.715 0.950  0.20
H 3.523 -1.531 2.469  0.21
H 2.221 -0.459 1.890  0.20
H 3.077 -3.132 0.816  0.20
H 1.465 -2.756 1.409  0.21
H 2.042 -0.896 -0.655  0.21
H 2.617 -2.415 -1.284  0.21
H -0.033 -2.730 -0.137  0.18
H 0.501 -2.985 -1.765  0.19
H -2.111 -2.224 0.052  0.28
H -2.443 -1.613 -1.515  0.28
H -1.289 0.072 2.450  0.14
H -2.286 1.082 -1.449  0.21
H -0.786 0.601 -3.224  0.22
H 0.601 1.188 -2.267  0.22
H -0.693 2.255 -2.722  0.20
H -1.281 1.841 0.866  0.20
H -1.592 2.943 -0.425  0.21
H 0.795 3.044 -0.975  0.20
H 1.110 1.737 0.112  0.20
H 1.603 4.024 1.060  0.21
H -0.154 4.257 1.153  0.20
H 0.623 2.941 2.031  0.20

HOMO-LUMO gap ... 0.3918 Eh
Energy ... -34565.629 eV
LUMO level ... 0.45 eV

=====

[4]
Computed, not measured: 2 unconnected molecules or ions with the total composition C4H6OS at a distorted geometry, with the ωB97M-V functional and the def2-TZVPD basis.

Each line ends with the natural charge from an NBO analysis.
Element x y z (Å)
C 1.263 1.675 0.587  -0.60
C 0.435 0.410 0.981  -0.57
C 0.444 0.239 2.262  0.70
O 0.249 0.059 3.420  -0.46
H 2.283 1.668 0.252  0.22
H 1.252 2.295 1.553  0.21
H 0.605 2.282 -0.154  0.21
H 0.088 -0.234 0.061  0.29
C -2.383 -0.472 -0.555  -0.49
S -2.074 -1.757 -1.442  0.10
H -1.791 -0.154 0.357  0.20
H -3.188 0.246 -0.840  0.19

HOMO-LUMO gap ... 0.3093 Eh
ΔE to the lowest compared entry with this formula, charge and spin ... 313.1 kJ/mol
Energy ... -17124.884 eV
LUMO level ... -0.51 eV

=====

[5]
Computed, not measured: a single C4H7NO molecule at a distorted geometry, with the ωB97M-V functional and the def2-TZVPD basis.

Each line ends with the natural charge from an NBO analysis.
Element x y z (Å)
C -2.298 -0.732 0.520  -0.64
C -1.303 0.112 0.680  0.43
N -0.354 0.876 0.832  -0.46
C 0.794 0.767 -0.066  0.24
C 0.962 -0.524 -0.861  -0.65
O 1.963 0.887 0.701  -0.70
H -2.252 -1.697 1.017  0.25
H -3.151 -0.462 -0.091  0.24
H 0.689 1.598 -0.781  0.16
H 1.833 -0.378 -1.497  0.23
H 1.156 -1.382 -0.205  0.22
H 0.093 -0.745 -1.489  0.22
H 1.868 1.681 1.240  0.48

HOMO-LUMO gap ... 0.3721 Eh
ΔE to the lowest compared entry with this formula, charge and spin ... 199.0 kJ/mol
Energy ... -7797.581 eV
LUMO level ... 0.94 eV